# 1
A structure of composition C7H22F5N3ORhSbTe in a non-equilibrium geometry. Source: the OMol25 dataset; level of theory: ωB97M-V with the def2-TZVPD basis set.

Structure (XYZ):
```
41
Properties=species:S:1:pos:R:3:forces:R:3:mulliken_charge:R:1
Rh 1.84176 -0.08727 0.54249 0.591 0.409 0.105 0.4270
N 2.62312 0.15809 -1.38753 -0.124 0.045 -0.032 -0.4780
C 2.28818 1.54730 -1.80990 0.041 0.020 0.003 -0.4837
C 2.31903 2.45422 -0.58982 -0.051 0.056 0.009 -0.5352
N 1.39354 1.86847 0.41656 0.072 -0.013 0.098 -0.0892
C 1.40652 2.44192 1.78821 0.005 0.078 -0.080 -0.5680
C 0.67238 1.46113 2.68300 0.012 -0.007 0.051 -0.4392
N 1.31712 0.12567 2.55073 0.012 -0.058 0.066 -0.5002
H 2.31995 -0.51891 -2.08420 -0.002 0.033 -0.027 0.2513
H 3.63492 0.05623 -1.31981 -0.006 -0.042 -0.017 0.3221
H 2.96690 1.91168 -2.58066 0.001 0.005 0.003 0.4321
H 1.28318 1.52841 -2.23462 0.003 0.015 -0.011 0.2789
H 3.31475 2.49005 -0.14570 0.006 -0.020 -0.016 0.3065
H 2.02793 3.47414 -0.84947 0.000 0.000 -0.001 0.4066
H 0.44613 1.94566 0.04883 0.001 0.004 0.017 0.0371
H 2.44768 2.55422 2.09308 -0.002 -0.017 0.016 0.3086
H 0.93760 3.42738 1.81158 0.013 0.004 0.003 0.3730
H 0.66216 1.80456 3.71746 0.004 0.010 -0.007 0.4533
H -0.36273 1.35822 2.35311 -0.012 0.014 0.020 0.2265
H 2.16851 0.10469 3.10997 -0.013 -0.056 0.012 0.3034
H 0.71561 -0.60260 2.92770 -0.019 0.031 0.031 0.2529
C -2.43245 1.05670 -1.17946 0.145 -0.089 -0.060 -1.2226
Sb -2.27472 -1.00439 -0.72346 -0.258 0.370 0.742 1.0743
C -3.18197 -2.08211 -2.30324 0.236 -0.121 -0.172 -1.0441
C -3.50300 -1.24683 0.97972 0.061 -0.046 -0.055 -1.1764
H -3.49304 1.28785 -1.28441 -0.001 -0.020 -0.013 0.4533
H -1.91766 1.28662 -2.10950 -0.010 0.013 -0.002 0.4028
H -2.02229 1.64201 -0.35876 -0.022 -0.009 0.016 0.3268
H -4.25298 -1.89257 -2.22213 0.014 0.065 0.055 0.3961
H -2.97085 -3.14008 -2.17775 -0.010 -0.005 0.011 0.3536
H -2.79974 -1.72727 -3.25698 0.000 -0.003 0.000 0.3652
H -4.49645 -1.55113 0.65216 0.005 0.008 -0.017 0.4253
H -3.56433 -0.29862 1.51003 0.021 -0.001 -0.001 0.3860
H -3.08538 -2.01348 1.62744 -0.002 -0.019 -0.003 0.3639
F 2.21461 -2.20464 0.38317 -0.010 0.015 0.015 -0.5444
Te 0.43038 -2.82927 -0.02452 0.369 -0.511 0.181 2.2264
F 0.39877 -3.35078 1.74891 -0.128 0.154 0.019 -0.4167
F -1.22876 -3.65223 -0.26462 -0.028 -0.006 -0.153 -0.4189
F 0.68877 -2.35245 -1.81562 -0.093 0.015 -0.117 -0.4298
F 1.23178 -4.40162 -0.48810 -0.007 -0.023 0.155 -0.3129
O -0.16491 -1.02896 0.26614 -0.814 -0.298 -0.846 -0.4936
```
Forces are in eV/Å.

Summary:
Net charge: +2
Total energy: -44543.4807 eV
Max |F|: 1.21 eV/Å
ΔE to the lowest compared entry with this formula, charge and spin: 0.00 kcal per mole


# 2
A cluster of 5 separate species, C20H34BrN4O2P in total in a non-equilibrium geometry. Source: the OMol25 dataset; level of theory: ωB97M-V with the def2-TZVPD basis set.

Structure (XYZ):
```
62
Properties=species:S:1:pos:R:3:forces:R:3:mulliken_charge:R:1
C 5.26285 -1.11194 -0.09244 -0.179 -0.531 -0.106 -1.2020
C 3.89324 -1.46382 -0.68316 0.280 0.485 -0.247 -0.7154
C 2.74986 -0.48910 -0.34907 -0.243 -0.529 0.299 -0.0739
C 2.90962 0.23577 0.97561 -0.657 0.535 -0.631 -0.3129
O 3.11367 -0.72813 2.01275 -0.148 -0.438 0.415 -0.4127
C 1.91298 -1.07295 2.57666 0.256 -1.415 0.904 -0.0739
O 1.82906 -2.00764 3.36095 0.154 1.812 -1.431 -0.6181
C 0.80755 -0.11180 2.08966 0.309 -0.832 0.285 0.6052
C -0.25776 -0.78268 1.19933 0.069 0.046 0.398 -1.7442
C -0.56183 -2.24471 1.49075 -0.399 0.140 -0.773 0.1990
C -1.36346 -2.85089 0.33608 0.515 0.242 0.191 -1.5068
Br -1.59947 -2.34947 3.14586 0.117 -0.093 0.113 -0.1523
C 1.68901 0.99187 1.49376 -1.117 0.083 0.365 -0.6908
P 1.09864 2.41511 0.48426 1.036 0.929 -0.839 0.3089
C -0.18081 1.86181 -0.70772 -0.532 -0.489 0.885 -1.3230
C 0.18779 3.48666 1.68958 -0.099 -1.292 0.262 -1.3131
H 5.45339 -0.04553 -0.06420 0.089 0.177 -0.068 0.2785
H 5.35025 -1.52125 0.90809 0.018 0.192 0.258 0.2650
H 6.03535 -1.59238 -0.68627 0.182 0.068 -0.091 0.4339
H 3.63195 -2.47500 -0.38849 -0.081 -0.113 0.144 0.3195
H 3.98755 -1.48337 -1.76655 -0.050 -0.077 -0.158 0.4814
H 2.57262 0.21312 -1.15982 0.199 0.332 -0.001 0.4593
H 1.83971 -1.07864 -0.27436 -0.141 -0.120 -0.128 -0.3932
H 3.71346 0.96008 0.88758 0.480 -0.287 0.467 0.6698
H 0.28519 0.18079 2.99739 0.083 0.263 0.118 0.6091
H -0.02858 -0.67644 0.14580 0.163 -0.089 -0.151 0.3499
H -1.18693 -0.24330 1.36663 -0.143 0.151 -0.179 0.8529
H 0.34014 -2.82839 1.60450 0.083 -0.105 0.549 0.5831
H -1.90879 -2.07602 -0.19706 -0.379 0.008 0.073 0.2263
H -0.65703 -3.28065 -0.36717 0.028 -0.096 -0.192 0.3742
H -2.00622 -3.65108 0.67526 -0.205 -0.091 -0.043 0.5257
H 2.06351 1.49973 2.38665 0.163 0.309 -0.053 0.4360
H -1.03246 1.42839 -0.17984 -0.109 -0.039 -0.053 0.4460
H -0.56284 2.71678 -1.24465 0.223 0.239 -0.212 0.4704
H 0.19804 1.11228 -1.39308 0.227 0.038 -0.188 0.3994
H 0.36437 4.53309 1.50215 -0.021 0.185 -0.146 0.3616
H 0.56170 3.22017 2.67746 0.104 0.189 0.150 0.5062
H -0.87403 3.25544 1.69243 -0.205 0.210 -0.044 0.2858
C 1.71105 5.92254 -2.32446 0.045 0.010 0.001 -0.5809
C 1.92420 4.52847 -2.68561 0.124 -0.381 -0.115 0.4149
N 2.11176 3.43197 -2.97474 -0.102 0.264 0.021 -0.4098
H 1.72463 6.54109 -3.21999 0.004 0.014 0.002 0.3495
H 0.75252 6.02456 -1.82451 -0.058 -0.005 0.051 -0.0287
H 2.50052 6.25057 -1.65122 0.009 0.007 0.011 0.2564
C -2.73547 -7.31340 0.10719 0.118 -0.061 0.147 -0.8106
C -1.85777 -6.41159 -0.62515 0.021 0.091 -0.116 0.4479
N -1.18143 -5.68407 -1.20104 -0.016 -0.121 0.028 -0.4486
H -2.59256 -8.33510 -0.23806 0.004 -0.009 -0.009 0.3124
H -2.50847 -7.26026 1.17103 0.022 -0.025 0.000 0.2707
H -3.76666 -7.02177 -0.05864 -0.077 -0.014 -0.055 0.2743
C -5.16546 -3.29674 -0.96707 0.034 -0.011 -0.001 -0.5082
C -5.04101 -4.68885 -1.37971 0.002 -0.086 -0.054 0.3932
N -4.94287 -5.78586 -1.70326 -0.081 0.109 0.027 -0.4501
H -5.24477 -2.65981 -1.84534 0.002 0.019 -0.008 0.2695
H -6.05455 -3.17310 -0.35260 -0.009 0.013 0.010 0.2856
H -4.28799 -3.00569 -0.39228 0.002 0.010 0.005 0.0100
C -2.77620 7.06124 -1.08860 0.020 -0.019 0.009 -0.9799
C -1.94648 5.89352 -0.81716 0.034 -0.136 0.041 0.3790
N -1.29646 4.97064 -0.60346 -0.132 0.299 -0.131 -0.2589
H -2.75765 7.28623 -2.15287 -0.010 0.010 -0.010 0.2792
H -3.80102 6.86162 -0.78371 -0.018 0.007 0.001 0.3382
H -2.39913 7.91789 -0.53408 -0.008 0.017 0.004 0.2799
```
Forces are in eV/Å.

Summary:
Total energy: -110677.1243 eV
Max |F|: 2.31 eV/Å
Structure (SMILES): CCC[C@@H]1OC(=O)[C@H](C[C@H](C)Br)[C@@H]1P(C)C.CC#N.CC#N.CC#N.CC#N


# 3
A cluster of 2 separate species, C5H11N in total. Source: the OMol25 dataset; level of theory: ωB97M-V with the def2-TZVPD basis set.

Structure (XYZ):
```
17
Properties=species:S:1:pos:R:3:forces:R:3:mulliken_charge:R:1
C -1.87341 -0.53770 1.00496 0.072 -0.233 -0.089 -1.2537
C -1.18744 -0.30722 -0.31468 -0.225 0.202 0.376 0.9675
C -1.07576 1.12357 -0.73894 0.043 0.018 -0.093 -1.2318
N -0.70817 -1.19430 -1.06683 0.357 -0.481 -0.695 -0.7108
H -1.42412 0.08678 1.77496 -0.006 0.065 0.088 0.3019
H -2.92420 -0.26223 0.92291 -0.073 0.060 0.042 0.3510
H -1.80858 -1.58161 1.30745 -0.007 -0.015 0.021 0.3582
H -2.04255 1.61781 -0.67023 -0.083 0.112 0.029 0.4047
H -0.37965 1.64289 -0.08171 0.026 0.108 0.080 0.3025
H -0.70491 1.17972 -1.75755 0.016 0.021 -0.044 0.3051
H -0.80041 -2.15021 -0.72729 -0.161 0.123 0.299 0.2004
C 2.45489 0.01721 -0.59965 -0.001 -0.007 -0.300 -0.5042
C 2.52255 0.11127 0.71201 0.038 0.038 0.278 -0.4376
H 1.61337 -0.43974 -1.09473 -0.154 -0.088 -0.055 0.2835
H 3.23814 0.39696 -1.23589 0.190 0.091 -0.055 0.2221
H 3.35960 0.56746 1.21632 0.159 0.088 0.036 0.2395
H 1.74064 -0.27068 1.34891 -0.190 -0.101 0.081 0.2015
```
Forces are in eV/Å.

Summary:
Total energy: -6852.3595 eV
Max |F|: 0.92 eV/Å
Structure (SMILES): CC(C)=N.C=C
ΔE to the lowest compared entry with this formula, charge and spin: 26.96 kcal per mole


# 4
A structure of composition F4Li6 in a non-equilibrium geometry. Source: the OMol25 dataset; level of theory: ωB97M-V with the def2-TZVPD basis set.

Structure (XYZ):
```
10
Properties=species:S:1:pos:R:3:forces:R:3:mulliken_charge:R:1
Li -16.82281 14.97567 9.85894 -0.796 0.589 -1.205 0.7839
Li -16.66092 13.28560 7.49106 -0.383 0.176 0.810 0.9617
Li -15.27250 17.21632 9.11594 -0.300 -0.628 -0.799 0.9527
Li -14.37203 15.22227 11.10150 -0.237 0.530 -0.602 0.9235
Li -19.26991 13.93285 10.26591 0.418 0.385 -1.349 0.9409
Li -16.31964 13.82185 12.29201 -0.524 0.522 0.308 0.9476
F -14.97848 15.24562 8.81678 -0.646 0.917 1.893 -0.8960
F -16.19362 15.66519 11.73820 1.175 -2.225 -0.856 -0.8900
F -17.45067 13.08596 9.54878 0.157 1.157 0.450 -0.8932
F -18.35613 15.85868 8.90139 1.136 -1.424 1.350 -0.8312
```
Forces are in eV/Å.

Summary:
Net charge: +2
Total energy: -12093.8306 eV
Max |F|: 2.66 eV/Å
ΔE to the lowest compared entry with this formula, charge and spin: 0.00 kcal per mole


# 5
A cluster of 4 separate species, C6H18O4 in total. Source: the OMol25 dataset; level of theory: ωB97M-V with the def2-TZVPD basis set.

Structure (XYZ):
```
28
Properties=species:S:1:pos:R:3:forces:R:3:mulliken_charge:R:1
O 2.08166 -1.65347 -0.23887 -0.255 -0.160 -0.070 -0.8933
C 2.11830 -0.43610 0.23972 0.252 0.326 0.138 -0.6803
C 0.97673 0.52051 0.04365 0.092 -0.417 -0.308 -0.5549
C -0.34321 0.01071 0.67500 0.194 0.615 -0.012 0.9191
C -0.21608 0.01153 2.19229 -0.174 -0.601 0.392 -1.5462
C -1.53048 0.85346 0.20043 -0.046 -0.367 -0.108 -0.0641
C -2.89478 0.28595 0.59201 0.088 -0.042 -0.056 -1.3503
H 2.97471 -0.10737 0.84551 -0.076 -0.114 -0.078 0.3756
H 0.80759 0.67453 -1.03686 -0.197 -0.147 -0.030 0.3599
H 1.22958 1.51270 0.42716 0.037 -0.029 0.264 0.2237
H -0.47971 -1.01442 0.32004 -0.081 -0.027 0.014 0.0213
H 0.54757 -0.69196 2.52778 0.151 -0.012 -0.219 0.4201
H 0.07909 0.98309 2.58272 -0.084 0.219 -0.080 0.2390
H -1.13728 -0.31121 2.69442 -0.042 0.146 -0.089 0.4348
H -1.47637 0.91872 -0.89125 0.014 0.056 0.039 0.3071
H -1.43568 1.87518 0.58855 -0.016 0.062 -0.015 -0.2278
H -3.70740 0.79731 0.07119 -0.045 0.070 0.081 0.4052
H -2.95077 -0.76995 0.31967 0.024 -0.030 -0.046 0.3050
H -3.06957 0.34578 1.66669 -0.055 0.068 0.027 0.3082
H -0.24906 3.27087 1.46238 -0.092 0.007 0.101 0.3062
H 0.30651 3.94986 2.75005 -0.260 0.016 -0.074 0.2892
O 0.53326 3.38287 2.00963 0.407 0.131 0.029 -0.6355
H -0.17712 -1.20781 -2.88366 -0.003 0.075 -0.054 0.4289
H -1.20684 -0.88750 -3.97767 0.000 -0.012 0.054 0.2755
O -0.48044 -0.49055 -3.48994 -0.021 -0.063 -0.018 -0.6628
H 0.91761 -2.23104 -1.16255 0.496 0.397 0.315 0.5222
H 0.73234 -3.30010 -2.28040 0.039 0.067 0.012 0.2572
O 0.25617 -2.59313 -1.83698 -0.347 -0.232 -0.208 -0.7830
```
Forces are in eV/Å.

Summary:
Net charge: -1
Total energy: -14703.8296 eV
Max |F|: 0.74 eV/Å
ΔE to the lowest compared entry with this formula, charge and spin: 0.00 kcal per mole
Spin multiplicity: 2


# 6
A cluster of 14 separate species, C6H40NO13S in total in a non-equilibrium geometry. Source: the OMol25 dataset; level of theory: ωB97M-V with the def2-TZVPD basis set.

Structure (XYZ):
```
61
Properties=species:S:1:pos:R:3:forces:R:3:mulliken_charge:R:1
C -0.05836 0.38810 0.22949 1.173 0.243 0.529 -0.2086
C -1.34108 -0.32148 0.59721 -0.567 0.147 -1.899 -0.2788
S -2.04855 0.32789 2.09090 -0.238 -0.043 0.635 -0.6073
N 0.97223 -0.03095 -0.72692 -1.161 -2.833 -2.045 1.3189
C 1.44768 -1.45153 -0.61648 1.530 -0.375 2.098 -1.7241
C 1.12005 -2.46036 -1.68847 -1.918 1.190 0.270 1.2532
C 2.02464 -3.65264 -1.44475 2.277 2.621 -0.695 -1.7159
C -0.46639 -2.75954 -1.78275 3.375 -2.013 3.149 -1.4044
H 0.52178 0.60144 1.12159 -0.140 0.120 -0.059 -0.1430
H -0.36899 1.31482 -0.17350 -0.174 1.507 -0.131 -0.1520
H -2.07250 -0.00976 -0.19481 0.472 -0.891 0.268 0.3237
H -1.19709 -1.39199 0.58085 -0.233 -0.378 0.240 0.2435
H 0.59055 0.07102 -1.71632 0.438 -0.051 1.632 -0.1351
H 1.06638 -2.02740 0.36814 1.123 1.833 -1.543 0.0484
H 2.65371 -1.43609 -0.71136 -2.671 0.111 1.175 0.2087
H 1.49180 -1.92997 -2.57461 -0.415 -0.465 -0.588 0.4065
H 1.69932 -4.46946 -0.91628 -1.401 -1.898 1.054 0.4664
H 2.98418 -3.32483 -0.90459 -1.294 -0.358 -0.814 0.3586
H 2.30096 -3.85722 -2.44739 0.676 -1.364 -0.782 0.4334
H -0.61416 -3.40360 -2.58809 -0.678 -0.357 -2.020 0.5945
H -1.02093 -1.83983 -1.71561 -0.536 -0.129 -0.001 0.1483
H -0.61063 -3.58863 -0.92780 -0.245 2.424 -1.131 0.2218
H -0.51786 3.84135 -2.14913 -1.486 -0.216 -0.285 0.2752
H -2.03467 3.44215 -1.92735 -1.520 -0.780 2.063 0.4100
O -1.41445 3.73021 -2.54838 3.087 0.955 -2.040 -0.6406
H 2.50443 -1.72037 1.96146 -1.464 0.776 -0.042 0.3255
H 3.90742 -1.03558 1.92883 0.200 1.500 -0.087 0.2988
O 3.42901 -1.83564 1.97407 1.346 -2.289 0.230 -0.6125
H -5.03654 -1.92655 -1.44497 -1.294 1.694 1.341 0.3061
H -3.92323 -1.70487 -2.58615 -1.348 -0.879 1.525 0.3257
O -4.45011 -2.34279 -2.01779 2.686 -0.812 -2.784 -0.6344
H 2.16656 1.19687 -0.60946 -0.850 -0.431 0.540 0.1690
H 2.73539 2.67782 -0.32324 -0.022 -0.281 0.592 0.3355
O 2.54239 2.00302 -0.97876 0.942 1.399 -1.030 -0.7272
H 2.60712 3.50530 2.37833 -3.122 3.659 2.387 0.2964
H 2.77727 2.07618 2.27670 1.084 2.175 -1.189 0.3082
O 3.15091 2.98064 1.91440 1.848 -5.894 -1.256 -0.6536
H 0.46717 1.72475 3.79343 0.099 -1.332 -1.293 0.3355
H 0.46360 0.59809 2.68234 -3.738 -1.890 -2.476 0.1669
O 0.96265 1.04475 3.26864 3.814 3.433 4.354 -0.5773
H 3.86354 0.70075 -1.65760 0.273 0.861 -0.049 0.3939
H 3.18951 -0.47080 -2.16492 0.781 0.085 -0.603 0.2777
O 3.99913 0.04979 -2.35568 -0.917 -0.879 0.289 -0.7186
H -1.14386 -3.29179 3.47778 0.236 1.684 -1.382 0.2437
H -1.06619 -1.71956 3.26122 -0.293 0.217 -0.167 0.2695
O -1.07784 -2.56161 2.78204 0.085 -2.095 1.460 -0.5921
H 0.40340 4.15021 -0.27616 0.874 -0.561 -1.991 0.2463
H -0.40420 4.10625 0.86926 0.024 0.326 0.894 0.3421
O 0.40079 4.54807 0.56510 -0.801 0.194 1.301 -0.6022
H -2.17085 2.45874 -0.00300 -0.997 -0.405 0.739 0.2297
H -3.75291 2.71093 0.01375 -1.951 -0.470 2.136 0.2795
O -2.97738 2.73228 -0.46563 2.926 0.607 -2.640 -0.6756
H 0.75443 0.85852 -3.62018 -1.205 0.144 -0.124 0.2943
H -0.46518 1.75973 -3.58148 -0.825 2.679 0.236 0.3189
O -0.23513 0.86934 -3.61906 2.052 -2.717 -0.098 -0.6629
H -3.70358 -2.77110 1.09480 0.776 0.033 0.869 0.2955
H -3.82477 -2.54930 2.65205 5.013 -0.358 7.665 0.2402
O -4.17876 -2.52291 1.88850 -5.865 0.312 -8.689 -0.5503
H -2.13472 1.91180 3.51060 -0.016 2.585 -0.098 0.3644
H -2.66091 3.08179 2.62405 1.268 -0.452 2.609 0.2989
O -2.22618 2.94548 3.55314 -1.093 -1.616 -2.245 -0.6566
```
Forces are in eV/Å.

Summary:
Net charge: -1
Total energy: -45812.4826 eV
Max |F|: 10.49 eV/Å
ΔE to the lowest compared entry with this formula, charge and spin: 124.20 kcal per mole